1.
# C4H10N2O

A cluster of 2 separate species, C4H10N2O in total in a non-equilibrium geometry (wB97M-V/def2-TZVPD, the Open Molecules 2025 dataset).

Results
**Electronic energy**: -343.03656 Ha
**Strongest force on any atom**: 4.603 eV Å⁻¹
**Spin multiplicity**: 1

Each line ends with the Löwdin charge.
Cartesian coordinates (Å):
C (1.905877, -1.164417, -0.587323)  -0.04
C (1.697121, 1.274019, 0.365465)  -0.03
C (-3.067628, -0.066319, 0.282650)  -0.03
C (1.207864, -0.215148, 0.409692)  -0.49
N (-1.563397, 0.087141, 0.127695)  -0.22
N (-0.954286, 0.503744, -0.788152)  0.11
O (0.525647, -0.574700, 1.374580)  -0.04
H (1.357301, -1.745834, -1.327424)  0.06
H (2.662037, -0.559507, -1.257982)  0.10
H (2.635859, -1.918128, -0.043060)  0.11
H (2.742679, 1.184447, 0.483845)  0.06
H (1.186294, 1.814246, 1.067878)  0.05
H (1.506424, 1.492737, -0.667150)  0.06
H (-3.376173, -0.094650, -0.731747)  0.05
H (-3.519686, 0.861834, 0.864715)  0.12
H (-3.262753, -0.980089, 0.810907)  0.06
H (-1.084650, -0.153873, 0.966906)  0.06

Atoms 1-3, force components in eV/Å:
3.23 0.06 -0.41
-0.17 -3.97 -2.32
0.39 2.41 0.72

=====

2.
# C4H10N2O

The molecule C4H10N2O in a non-equilibrium geometry (wB97M-V/def2-TZVPD, the Open Molecules 2025 dataset).

Results
**SMILES**: [H]/N=C(\C)[C@](C)(N)O
**Electronic energy**: -343.15651 Ha
**Strongest force on any atom**: 2.426 eV Å⁻¹
**Spin multiplicity**: 1

Each line ends with the Löwdin charge.
Cartesian coordinates (Å):
C (0.976844, -0.933847, 1.099074)  -0.01
C (-1.684069, -0.509804, -0.963329)  -0.02
N (-1.203793, 1.261414, 0.690652)  0.15
C (0.665631, 0.011652, -0.067051)  -0.59
C (-0.820604, 0.321303, -0.062826)  -0.37
N (1.411313, 1.330780, 0.078685)  0.08
O (1.071440, -0.635181, -1.249117)  -0.02
H (1.208442, 0.048802, -1.914963)  0.10
H (-2.215006, 1.387564, 0.726461)  0.06
H (0.832322, 2.056547, 0.486677)  0.05
H (2.240191, 1.265875, 0.660751)  0.07
H (0.665341, -0.474235, 2.032874)  0.09
H (0.475315, -1.886291, 0.945745)  0.08
H (2.050832, -1.106700, 1.138531)  0.08
H (-2.726035, -0.462997, -0.650153)  0.08
H (-1.343624, -1.542544, -0.969129)  0.08
H (-1.604539, -0.132338, -1.982882)  0.09

Atoms 1-3, force components in eV/Å:
0.02 0.21 -0.37
-0.10 -0.08 0.22
-0.17 0.08 0.35

=====

3.
# C4H10N2O

The molecule C4H10N2O (wB97M-V/def2-TZVPD, the Open Molecules 2025 dataset).

Results
**SMILES**: C/N=C(\N)[C@@H](C)O
**Electronic energy**: -343.14778 Ha
**Strongest force on any atom**: 0.576 eV Å⁻¹
**Spin multiplicity**: 1

Each line ends with the Löwdin charge.
Cartesian coordinates (Å):
C (1.970379, -0.952220, -1.099168)  -0.15
C (-1.884212, -0.615206, 0.727068)  -0.05
N (0.880422, -0.726061, -0.187931)  0.02
C (0.219880, 0.352142, -0.218285)  -0.41
N (0.379043, 1.392507, -1.110699)  0.15
C (-0.884481, 0.528526, 0.809938)  -0.39
O (-0.263348, 0.610262, 2.078494)  -0.02
H (-0.689277, -0.018951, 2.672096)  0.09
H (0.006736, 2.270679, -0.830731)  0.08
H (1.268181, 1.441355, -1.570505)  0.08
H (-1.401609, 1.484177, 0.624790)  0.13
H (2.786556, -0.238299, -0.937256)  0.08
H (1.639091, -0.872303, -2.150934)  0.08
H (2.347819, -1.970304, -0.925507)  0.07
H (-2.313659, -0.666603, -0.263364)  0.08
H (-2.695484, -0.468713, 1.447023)  0.08
H (-1.366035, -1.550988, 0.934970)  0.08

Atoms 1-3, force components in eV/Å:
-0.16 -0.18 -0.25
0.13 0.19 0.37
-0.28 -0.14 0.28

=====

4.
# C4H10N2O

The ion C4H10N2O with charge +1 in a non-equilibrium geometry (wB97M-V/def2-TZVPD, the Open Molecules 2025 dataset).

Results
**Electronic energy**: -342.84789 Ha
**Strongest force on any atom**: 2.035 eV Å⁻¹
**Spin multiplicity**: 2
**<S²>**: 0.758
**Total charge**: +1

Each line ends with the Löwdin charge.
Cartesian coordinates (Å):
N (-0.104447, 0.250101, -1.558221)  0.18
C (2.050359, 0.603768, 0.676620)  -0.07
C (0.577108, 0.235677, 0.813323)  -0.20
C (-0.007208, -0.496698, -0.389265)  -0.28
C (-1.497060, -1.071844, -0.005049)  -0.38
N (-2.489035, -0.183276, -0.055106)  0.24
O (-1.641584, -2.262024, 0.060497)  0.27
H (0.375143, 1.143006, -1.504031)  0.13
H (0.354384, -0.231107, -2.323740)  0.14
H (2.369600, 1.080281, 1.597880)  0.09
H (2.691246, -0.244313, 0.438295)  0.09
H (2.189219, 1.399153, -0.067130)  0.08
H (-0.006279, 1.164154, 0.915524)  0.12
H (0.342575, -0.236395, 1.776386)  0.13
H (0.504897, -1.444799, -0.588127)  0.16
H (-2.251210, 0.763356, 0.196245)  0.13
H (-3.457716, -0.469039, 0.015893)  0.15

Atoms 1-3, force components in eV/Å:
1.47 -0.19 0.04
-0.11 0.41 -0.32
-1.08 0.92 0.71

=====

5.
# C4H10N2O

The ion C4H10N2O with charge +1 in a non-equilibrium geometry (wB97M-V/def2-TZVPD, the Open Molecules 2025 dataset).

Results
**Electronic energy**: -342.83737 Ha
**Strongest force on any atom**: 1.295 eV Å⁻¹
**Spin multiplicity**: 2
**<S²>**: 0.756
**Total charge**: +1

Each line ends with the Löwdin charge.
Cartesian coordinates (Å):
C (1.594038, 0.445349, -0.015819)  -0.27
C (0.296547, 0.889569, -0.695261)  -0.16
C (-0.764645, -0.200654, -0.569326)  -0.06
C (-1.365025, -0.132078, 0.824528)  -0.38
N (-2.593851, -0.512714, 1.054263)  0.27
O (-0.675500, 0.262861, 1.798975)  0.30
N (2.028191, -0.835792, -0.558787)  0.02
H (1.403277, 0.303204, 1.072431)  0.12
H (2.346245, 1.243035, -0.038457)  0.13
H (-0.072848, 1.739263, -0.129678)  0.12
H (0.538515, 1.199543, -1.701461)  0.13
H (-1.554329, -0.075395, -1.307821)  0.14
H (-0.351890, -1.207447, -0.506561)  0.14
H (-2.930704, -0.458602, 2.004790)  0.16
H (-3.160819, -0.856941, 0.296267)  0.16
H (2.420414, -0.638851, -1.479154)  0.09
H (2.842383, -1.164355, -0.048936)  0.09

Atoms 1-3, force components in eV/Å:
-0.32 -0.38 0.43
0.74 -0.26 1.03
0.20 0.56 0.52

=====

6.
# C4H10N2O2

A cluster of 3 separate species, C4H10N2O2 in total in a non-equilibrium geometry (wB97M-V/def2-TZVPD, the Open Molecules 2025 dataset).

Results
**Electronic energy**: -418.37073 Ha
**Strongest force on any atom**: 1.963 eV Å⁻¹
**Spin multiplicity**: 2
**<S²>**: 0.750
**Total charge**: -1

Each line ends with the Löwdin charge.
Cartesian coordinates (Å):
C (0.338667, -1.852337, 0.313972)  -0.10
C (-0.507680, -0.625227, 0.510542)  -0.34
C (-1.841038, -0.333824, 0.407412)  -0.18
N (-2.012813, 1.014421, 0.697269)  0.01
C (-0.825985, 1.501443, 0.853923)  -0.29
N (0.154553, 0.540070, 0.824875)  0.10
H (-0.140031, -2.786766, 0.604485)  0.06
H (0.636486, -1.943282, -0.736545)  0.05
H (1.294999, -1.736541, 0.828027)  0.05
H (-2.739560, -0.918533, 0.514156)  0.09
H (-0.587991, 2.481293, 1.242946)  0.09
H (1.155372, 0.702824, 0.968174)  0.06
H (2.665686, 2.137925, 0.274077)  -0.06
H (3.274066, 0.716980, -0.060669)  -0.08
O (2.975256, 1.291362, 0.678067)  -0.38
H (-1.087639, -0.477553, -3.290931)  0.02
H (-1.801019, 0.243321, -2.124951)  0.01
O (-0.951321, 0.044431, -2.504833)  -0.10

Atoms 1-3, force components in eV/Å:
0.08 0.18 -0.47
1.23 -0.87 0.18
0.09 0.90 1.31

=====

7.
# C4H10N2O2

The molecule C4H10N2O2 in a non-equilibrium geometry (wB97M-V/def2-TZVPD, the Open Molecules 2025 dataset).

Results
**SMILES**: C=C(C)O[C@@H](O)NN
**Electronic energy**: -418.26012 Ha
**Strongest force on any atom**: 1.925 eV Å⁻¹
**Spin multiplicity**: 1

Each line ends with the Löwdin charge.
Cartesian coordinates (Å):
C (-1.094361, -1.288267, -0.577687)  -0.05
N (0.773499, 0.923109, -0.069288)  -0.06
C (-0.958966, -0.027782, 0.217737)  -0.33
N (1.477881, 0.770190, -1.306172)  0.06
C (-1.948997, 0.858933, 0.380159)  0.00
H (0.458450, 1.874112, 0.103939)  0.14
H (1.775656, -0.205237, -1.327798)  0.07
H (0.809108, 0.916724, -2.061559)  0.09
H (-0.234428, -1.462723, -1.228711)  0.07
H (-1.165614, -2.149563, 0.090200)  0.09
H (-2.011076, -1.267935, -1.170244)  0.08
H (-2.906542, 0.691578, -0.096574)  0.05
H (-1.805847, 1.782757, 0.924986)  0.05
C (1.185618, 0.219884, 1.177841)  -0.47
O (2.234690, -0.684347, 0.886495)  0.01
O (0.022150, -0.371425, 1.541871)  -0.05
H (1.815028, -1.505974, 0.594282)  0.10
H (1.573752, 0.925968, 1.920523)  0.15

Atoms 1-3, force components in eV/Å:
0.12 -0.07 0.23
-0.76 -0.43 -0.33
-0.07 -0.68 1.80

=====

8.
# C4H10N2O2

A cluster of 3 separate species, C4H10N2O2 in total in a non-equilibrium geometry (wB97M-V/def2-TZVPD, the Open Molecules 2025 dataset).

Results
**SMILES**: Cc1c[nH]cn1.O.O
**Electronic energy**: -418.39930 Ha
**Strongest force on any atom**: 1.675 eV Å⁻¹
**Spin multiplicity**: 1

Each line ends with the Löwdin charge.
Cartesian coordinates (Å):
C (1.141529, 2.313332, 0.751466)  -0.04
C (0.310539, 1.159503, 0.272836)  -0.37
C (-0.653710, 0.504218, 0.970863)  -0.07
N (-1.058430, -0.567162, 0.180637)  0.04
C (-0.262901, -0.518054, -0.915608)  -0.25
N (0.528924, 0.515776, -0.925800)  0.10
H (1.369518, 2.266382, 1.812572)  0.07
H (2.080477, 2.274079, 0.193079)  0.07
H (0.645022, 3.244122, 0.468766)  0.07
H (-1.332803, 0.759422, 1.771482)  0.11
H (-1.880534, -1.123685, 0.341296)  0.13
H (-0.269712, -1.279507, -1.670690)  0.10
H (-3.293373, -0.809987, -1.977212)  0.06
H (-2.272730, -1.780320, -2.641864)  0.04
O (-2.809214, -1.638253, -1.858514)  -0.06
H (1.855648, -1.752831, 1.354550)  0.02
H (3.089541, -1.926467, 0.493201)  0.04
O (2.812208, -1.640568, 1.378939)  -0.07

Atoms 1-3, force components in eV/Å:
-0.02 -0.09 -1.12
0.28 0.01 0.65
-1.60 -0.42 -0.26